Density functional theory data (wB97M-V/def2-TZVPD) for a 2-piece molecular cluster, H3N3O2 overall in a non-equilibrium geometry.

```
! RIJCOSX wB97M-V def2-TZVPD def2/J DEFGRID3
* xyz 0 1
N -0.409 -0.223 0.006
N -0.608 1.020 0.000
N 2.631 0.330 -0.041
O 2.155 -1.024 -0.036
O 3.775 0.490 0.046
H 1.274 -0.938 0.187
H -1.287 -0.681 0.183
H 0.282 1.599 -0.098
*
```

- Molar mass: 77.0 g/mol
- Largest force on an atom: 0.1120 Eh/bohr
- HOMO-LUMO gap: 10.0 eV
- SMILES: [H]/N=N/[H].O=NO
- Highest occupied orbital energy: -10.0956 eV
- Total energy: -316.3891 Eh

Löwdin population analysis, charges in e, atoms 1 to 4: N -0.013; N 0.022; N -0.107; O -0.024

Density functional theory data (wB97M-V/def2-TZVPD) for one molecule with the formula C5H12P2S in a non-equilibrium geometry.

```
! RIJCOSX wB97M-V def2-TZVPD def2/J DEFGRID3
* xyz 0 1
C -2.198 -1.145 0.088
C -2.423 -0.433 -1.251
C -0.781 -1.147 0.481
C 3.259 0.635 -0.488
C 0.510 1.244 1.163
P -1.474 1.170 -1.434
P 0.015 0.268 -0.348
S 1.971 -0.533 -0.994
H -2.573 -0.486 0.886
H -2.781 -2.086 0.242
H -2.165 -1.045 -2.091
H -3.470 -0.174 -1.409
H -0.429 -1.016 1.627
H -0.090 -1.966 0.193
H 3.620 1.162 -1.344
H 4.150 -0.052 -0.071
H 2.854 1.358 0.357
H 0.937 2.185 0.888
H -0.377 1.248 1.795
H 1.445 0.815 1.712
*
```

- Molar mass: 166.2 g/mol
- Largest force on an atom: 0.0870 Eh/bohr
- HOMO-LUMO gap: 7.7 eV
- SMILES: CS[P@@]1(C)=PCCC1
- Highest occupied orbital energy: -7.0839 eV
- Total energy: -1278.5348 Eh

Löwdin population analysis, charges in e, atoms 1 to 4: C -0.347; C -0.570; C -0.418; C -0.499

Density functional theory data (wB97M-V/def2-TZVPD) for C52H69BrN6P2PdSi as an isolated structure.

```
! RIJCOSX wB97M-V def2-TZVPD def2/J DEFGRID3
* xyz 2 1
Pd 0.045 0.151 -0.351
C -2.488 3.869 3.142
N -1.369 3.194 2.496
C -0.053 3.388 2.800
C 0.651 2.537 2.000
N -0.206 1.838 1.202
C -1.426 2.238 1.535
P -3.006 1.488 1.062
C -2.459 -0.226 1.348
N -1.292 -0.755 1.010
C -1.229 -1.998 1.569
C -2.384 -2.223 2.261
N -3.151 -1.103 2.116
C -4.491 -0.932 2.669
C -2.952 1.691 -0.742
N -1.867 1.732 -1.500
C -2.309 1.941 -2.770
C -3.675 2.026 -2.785
N -4.079 1.874 -1.494
C -5.466 1.922 -1.051
H -2.092 4.677 3.751
H -3.036 3.179 3.781
H -3.160 4.289 2.398
H 0.265 4.090 3.551
H 1.710 2.379 1.995
H -0.365 -2.629 1.467
H -2.713 -3.066 2.842
H -4.634 -1.668 3.455
H -5.243 -1.084 1.897
H -4.598 0.063 3.091
H -1.633 2.032 -3.605
H -4.377 2.192 -3.584
H -5.881 2.913 -1.228
H -5.515 1.705 0.012
H -6.053 1.184 -1.594
C 3.612 0.662 -1.405
C 2.462 1.035 -2.308
C 2.838 0.983 -3.775
C 1.107 0.871 -1.902
C 1.759 2.507 -1.929
C 2.231 3.131 -0.773
C 2.102 4.495 -0.611
C 1.484 5.248 -1.601
C 1.002 4.642 -2.758
C 1.147 3.283 -2.927
H 3.973 -0.317 -1.730
H 3.323 0.569 -0.365
H 4.439 1.367 -1.505
H 3.242 -0.008 -3.982
H 3.610 1.717 -4.003
H 1.986 1.130 -4.435
H 0.446 0.940 -2.764
H 2.734 2.540 -0.028
H 2.487 4.974 0.280
H 1.387 6.319 -1.478
H 0.527 5.236 -3.526
H 0.783 2.815 -3.832
C 6.132 -0.862 2.295
C 5.222 -1.852 3.037
C 6.036 -2.489 4.177
C 4.864 -2.940 2.017
Si 3.674 -0.985 3.758
Br 2.216 -0.745 1.966
C 2.635 -2.063 4.958
C 2.553 -3.509 4.440
C 3.282 -2.080 6.354
C 1.182 -1.579 5.112
C 4.017 0.795 4.372
C 5.176 0.798 5.386
C 2.772 1.364 5.068
C 4.388 1.755 3.230
H 6.954 -1.421 1.837
H 6.579 -0.122 2.957
H 5.602 -0.341 1.493
H 6.961 -2.901 3.763
H 5.506 -3.309 4.660
H 6.317 -1.768 4.946
H 5.788 -3.426 1.686
H 4.383 -2.505 1.141
H 4.209 -3.711 2.418
H 3.522 -4.006 4.420
H 2.116 -3.558 3.439
H 1.910 -4.086 5.111
H 4.312 -2.439 6.338
H 2.712 -2.753 7.001
H 3.273 -1.097 6.824
H 0.662 -1.526 4.155
H 1.105 -0.609 5.597
H 0.649 -2.299 5.741
H 4.983 0.154 6.244
H 5.314 1.815 5.765
H 6.121 0.489 4.939
H 2.552 0.843 5.999
H 1.885 1.321 4.433
H 2.957 2.413 5.324
H 5.364 1.541 2.801
H 4.423 2.775 3.624
H 3.663 1.724 2.417
C 1.268 -5.663 0.004
C 2.148 -4.601 -0.150
C 1.695 -3.385 -0.638
C 0.361 -3.234 -1.018
C -0.519 -4.304 -0.853
C -0.067 -5.509 -0.337
P -0.189 -1.667 -1.752
C -1.905 -1.978 -2.279
C -2.992 -1.284 -1.765
C -4.279 -1.560 -2.209
C -4.488 -2.535 -3.171
C -3.406 -3.232 -3.696
C -2.124 -2.954 -3.259
C 0.625 -1.587 -3.389
C 0.018 -0.804 -4.376
C 0.551 -0.742 -5.652
C 1.696 -1.466 -5.963
C 2.304 -2.243 -4.991
C 1.777 -2.301 -3.706
H 1.624 -6.609 0.390
H 3.189 -4.721 0.112
H 2.384 -2.554 -0.725
H -1.561 -4.202 -1.120
H -0.760 -6.331 -0.212
H -2.829 -0.504 -1.035
H -5.118 -1.007 -1.807
H -5.490 -2.750 -3.519
H -3.563 -3.991 -4.451
H -1.289 -3.498 -3.683
H -0.897 -0.265 -4.153
H 0.062 -0.145 -6.411
H 2.104 -1.431 -6.964
H 3.188 -2.819 -5.232
H 2.253 -2.934 -2.972
*
```

- Molar mass: 1054.5 g/mol
- Largest force on an atom: 0.0083 Eh/bohr
- HOMO-LUMO gap: 7.9 eV
- Highest occupied orbital energy: -13.0967 eV
- Total energy: -6025.1501 Eh

Löwdin population analysis, charges in e, atoms 1 to 4: Pd 0.702; C -0.015; N -0.116; C -0.027

Density functional theory data (wB97M-V/def2-TZVPD) for one molecule with the formula C18H19Cl2NO2S in a non-equilibrium geometry.

```
! RIJCOSX wB97M-V def2-TZVPD def2/J DEFGRID3
* xyz 0 1
Cl 4.658 3.127 0.679
C 3.229 2.141 0.814
C 1.935 2.681 0.744
C 0.801 1.857 0.949
C 0.979 0.515 1.247
S -0.620 -0.576 1.777
C -1.762 0.248 3.414
Cl -1.423 1.873 3.064
O -1.514 -0.441 0.666
O -0.274 -1.927 2.198
C 2.242 -0.069 1.243
C 3.349 0.759 0.994
H 1.853 3.752 0.594
H -0.163 2.357 0.876
H -2.654 -0.046 2.826
H 2.353 -1.134 1.440
H 4.349 0.320 1.003
C -3.765 0.592 8.001
C -2.592 1.587 7.798
C -1.820 1.087 6.568
N -2.556 0.042 5.955
C -1.971 -0.541 4.738
C -2.918 -1.747 4.445
C -4.292 -1.587 4.168
C -5.106 -2.682 3.844
C -4.542 -3.958 3.776
C -3.172 -4.151 4.081
C -2.403 -3.027 4.430
C -3.747 -0.287 6.662
H -3.599 -0.005 8.937
H -4.750 1.106 8.085
H -2.974 2.611 7.670
H -1.941 1.581 8.679
H -1.670 1.877 5.836
H -0.833 0.755 6.921
H -0.977 -0.761 5.080
H -4.755 -0.616 4.193
H -6.199 -2.518 3.607
H -5.190 -4.829 3.534
H -2.741 -5.148 4.035
H -1.366 -3.172 4.670
H -3.985 -1.336 6.957
H -4.624 0.102 6.108
*
```

- Molar mass: 384.3 g/mol
- Largest force on an atom: 0.0765 Eh/bohr
- HOMO-LUMO gap: 7.9 eV
- SMILES: O=S(=O)(c1ccc(Cl)cc1)[C@H](Cl)[C@H](c1ccccc1)N1CCCC1
- Highest occupied orbital energy: -8.1045 eV
- Total energy: -2220.9657 Eh

Löwdin population analysis, charges in e, atoms 1 to 4: Cl 0.667; C -0.658; C -0.078; C -0.121

Density functional theory data (wB97M-V/def2-TZVPD) for an isolated ion of composition C5H10BrN2 and charge +1 in a non-equilibrium geometry.

```
! RIJCOSX wB97M-V def2-TZVPD def2/J DEFGRID3
* xyz 1 1
C 0.882 -0.009 0.788
C -0.033 0.003 -1.311
C -1.335 0.342 -0.468
C 2.081 -1.113 -0.942
C -1.673 0.974 1.716
N 0.899 -0.512 -0.365
N -0.847 1.130 0.607
Br 1.823 -0.174 2.302
H -0.149 -0.539 -2.174
H 0.333 1.025 -1.724
H -2.229 0.743 -1.079
H -1.590 -0.657 -0.102
H 2.600 -0.554 -1.588
H 2.781 -1.485 -0.186
H 1.965 -1.973 -1.519
H -0.936 0.949 2.483
H -2.306 -0.058 1.804
H -2.268 1.909 1.758
*
```

- Molar mass: 178.1 g/mol
- Largest force on an atom: 0.1099 Eh/bohr
- HOMO-LUMO gap (alpha / beta): 9.2 / 9.2 eV
- Highest occupied orbital energy (alpha / beta): -13.7457 / -13.7444 eV
- Total energy: -2879.6231 Eh

Löwdin population analysis, charges in e, atoms 1 to 4: C -0.534; C -0.104; C -0.209; C 0.008

Density functional theory data (wB97M-V/def2-TZVPD) for one molecule with the formula C5H7FO2 in a non-equilibrium geometry.

```
! RIJCOSX wB97M-V def2-TZVPD def2/J DEFGRID3
* xyz 0 1
C -0.969 0.880 -0.218
C 0.100 0.250 0.641
C 1.442 0.912 0.475
C 0.201 -1.221 0.460
C -0.406 -1.990 -0.451
H 0.016 1.447 -1.712
H -1.196 1.949 0.051
H -1.905 0.360 -0.027
H -0.141 0.437 1.716
H 2.246 0.523 1.136
H -1.138 -1.506 -1.117
H -0.261 -3.038 -0.471
O -0.738 0.852 -1.585
O 1.643 1.876 -0.255
F 1.105 -1.729 1.356
*
```

- Molar mass: 118.1 g/mol
- Largest force on an atom: 0.0412 Eh/bohr
- HOMO-LUMO gap: 10.4 eV
- SMILES: C=C(F)[C@@H](C=O)CO
- Highest occupied orbital energy: -9.7816 eV
- Total energy: -445.0196 Eh

Löwdin population analysis, charges in e, atoms 1 to 4: C -0.266; C -0.227; C -0.172; C -0.309

Density functional theory data (wB97M-V/def2-TZVPD) for one molecule with the formula C4H8O2 in a non-equilibrium geometry.

```
! RIJCOSX wB97M-V def2-TZVPD def2/J DEFGRID3
* xyz 0 1
C -1.628 -0.879 0.074
C 0.295 0.361 0.017
C -0.414 1.392 -0.268
C 1.703 0.193 0.368
H -2.107 -1.032 -0.936
H -1.876 -1.744 0.656
H -2.240 -0.047 0.461
H -1.295 1.423 -0.871
H -0.069 2.463 -0.035
H 2.342 1.006 0.153
H 1.787 -0.074 1.423
H 1.479 -1.408 -0.561
O -0.252 -0.835 -0.070
O 2.276 -0.820 -0.411
*
```

- Molar mass: 88.1 g/mol
- Largest force on an atom: 0.1142 Eh/bohr
- HOMO-LUMO gap: 10.0 eV
- SMILES: C=C(CO)OC
- Highest occupied orbital energy: -9.0936 eV
- Total energy: -307.6036 Eh

Löwdin population analysis, charges in e, atoms 1 to 4: C -0.103; C -0.425; C 0.051; C -0.209

Density functional theory data (wB97M-V/def2-TZVPD) for C20H44O41P2S9 as an isolated structure in a non-equilibrium geometry.

```
! RIJCOSX wB97M-V def2-TZVPD def2/J DEFGRID3
* xyz 0 1
C -5.382 1.367 1.629
C -4.906 2.374 0.495
O -4.694 1.759 -0.813
P -3.275 0.911 -0.905
O -3.503 -0.390 -0.176
O -3.006 0.659 -2.543
O -1.978 1.674 -0.172
P -1.260 2.894 -1.146
O -1.877 4.199 -0.695
H -6.270 1.841 2.159
H -5.657 0.341 1.261
H -4.572 1.271 2.423
H -5.745 3.125 0.352
H -3.944 2.890 0.809
H -2.626 -0.242 -2.631
H 0.158 3.001 -0.913
H -1.413 2.693 -2.549
C -0.443 8.828 1.069
C -1.759 9.210 0.417
O -2.163 8.048 -0.312
S -1.649 6.726 0.471
O -2.726 6.225 1.258
O -0.925 5.916 -0.442
O -0.600 7.463 1.465
H 0.382 8.882 0.356
H -0.215 9.451 1.933
H -1.661 10.064 -0.246
H -2.526 9.419 1.169
C 3.572 1.227 0.562
C 3.957 2.690 0.690
O 4.422 3.063 -0.606
S 3.609 2.214 -1.721
O 2.539 3.028 -2.212
O 4.550 1.583 -2.575
O 2.979 1.103 -0.733
H 4.452 0.581 0.596
H 2.867 0.919 1.333
H 4.732 2.853 1.438
H 3.087 3.309 0.927
C 4.448 -3.793 -0.668
C 3.481 -4.107 -1.798
O 2.769 -2.893 -2.021
S 3.736 -1.642 -1.712
O 4.278 -1.182 -2.942
O 3.063 -0.780 -0.793
O 4.894 -2.453 -0.920
H 3.941 -3.806 0.301
H 5.290 -4.477 -0.642
H 2.795 -4.913 -1.544
H 4.013 -4.359 -2.716
C -6.104 -0.925 -2.109
C -7.422 -0.528 -2.747
O -7.852 -1.690 -3.458
S -7.350 -3.010 -2.667
O -8.424 -3.487 -1.864
O -6.646 -3.841 -3.582
O -6.279 -2.283 -1.698
H -5.288 -0.890 -2.835
H -5.855 -0.298 -1.256
H -7.319 0.320 -3.422
H -8.175 -0.298 -1.988
C 7.910 -6.928 -3.481
C 7.184 -8.190 -3.908
O 5.932 -8.145 -3.219
S 5.478 -6.603 -3.050
O 4.561 -6.288 -4.090
O 5.195 -6.370 -1.676
O 6.898 -5.921 -3.406
H 8.351 -7.043 -2.488
H 8.685 -6.638 -4.190
H 7.733 -9.094 -3.650
H 6.979 -8.185 -4.982
C 0.646 10.551 -4.059
C 0.408 12.044 -4.188
O 0.187 12.498 -2.850
S 1.061 11.594 -1.834
O 2.265 12.288 -1.537
O 0.193 11.090 -0.823
O 1.409 10.396 -2.860
H -0.296 10.010 -3.936
H 1.188 10.144 -4.911
H -0.447 12.276 -4.819
H 1.295 12.554 -4.575
C -2.200 -3.259 2.559
C -1.575 -2.241 1.628
O -0.362 -1.838 2.279
S 0.226 -3.088 3.114
O 1.230 -3.723 2.329
O 0.454 -2.663 4.456
O -1.100 -4.013 3.082
H -2.707 -2.771 3.396
H -2.901 -3.913 2.043
H -2.224 -1.383 1.456
H -1.311 -2.694 0.671
C 0.225 -7.606 0.063
C -0.744 -7.915 -1.064
O -1.450 -6.693 -1.287
S -0.466 -5.449 -0.976
O 0.083 -4.995 -2.207
O -1.114 -4.581 -0.052
O 0.679 -6.275 -0.188
H -0.280 -7.617 1.033
H 1.066 -8.298 0.085
H -1.435 -8.718 -0.810
H -0.212 -8.171 -1.984
C -0.287 -2.094 7.901
C 0.645 -3.286 7.984
O 1.073 -3.329 9.347
S -0.122 -2.779 10.292
O -0.836 -3.897 10.808
O 0.401 -1.751 11.123
O -1.020 -2.101 9.128
H 0.275 -1.158 7.845
H -0.965 -2.160 7.052
H 1.498 -3.194 7.315
H 0.113 -4.217 7.768
*
```

- Molar mass: 1291.1 g/mol
- Largest force on an atom: 0.1261 Eh/bohr
- HOMO-LUMO gap: 9.4 eV
- Highest occupied orbital energy: -9.2763 eV
- Total energy: -8139.4922 Eh

Löwdin population analysis, charges in e, atoms 1 to 4: C -0.082; C -0.236; O -0.233; P 0.501